1.
This record from OMol25 describes a structure of composition C24H38AsBiN3OPS6. The level of theory is ωB97M-V/def2-TZVPD.

Properties
HOMO = -1.64 eV
energy above the lowest of the compared OMol25 structures with the same formula, charge and spin = 33.1 kcal per mole
net charge = -2
frontier orbital gap = 5.8 eV
2S+1 = 1

Each line ends with the Mulliken charge.
Cartesian coordinates (Å):
Bi: -1.520837 -0.576639 -0.834479  1.11
C: -0.206237 1.785861 1.147421  -0.97
N: -1.596737 1.398361 0.990421  1.79
C: -2.137137 0.940761 2.255521  -1.71
C: -2.372537 2.373061 0.295521  -0.07
C: -3.292037 3.175661 0.939521  -0.32
C: -4.085737 4.067361 0.234221  -0.78
C: -4.002237 4.091261 -1.143679  -0.84
C: -3.086137 3.298061 -1.808179  -1.09
C: -2.189937 2.469161 -1.115079  0.65
N: -1.186937 1.690161 -1.604379  1.04
C: -0.498337 1.764361 -2.771679  -0.01
C: -0.679837 2.723961 -3.784379  -1.44
C: 0.011763 2.672461 -4.976979  -0.77
C: 0.936863 1.673461 -5.218079  -0.94
C: 1.241363 0.803261 -4.183779  -0.34
C: 0.580263 0.854461 -2.972579  0.48
N: 1.037863 0.064161 -1.863879  1.67
C: 2.092863 0.737761 -1.139479  -1.77
C: 1.403763 -1.305039 -2.155779  -1.24
H: -0.088037 2.503861 1.973921  0.26
H: 0.141463 2.235461 0.220621  0.36
H: 0.392263 0.901861 1.376821  -0.06
H: -2.015537 1.681461 3.055021  0.33
H: -1.604437 0.038561 2.559621  0.03
H: -3.195537 0.701861 2.166221  0.54
H: -3.394437 3.117361 2.012721  0.38
H: -4.777237 4.712961 0.755121  0.38
H: -4.663337 4.730961 -1.717279  0.36
H: -3.110137 3.288161 -2.886379  0.49
H: -1.369437 3.538361 -3.628379  0.48
H: -0.184137 3.422961 -5.734579  0.36
H: 1.447763 1.598461 -6.170579  0.37
H: 2.030063 0.073861 -4.320979  0.32
H: 3.065563 0.656661 -1.653379  0.36
H: 2.197563 0.289561 -0.149179  0.05
H: 1.853863 1.793361 -1.039979  0.43
H: 2.417263 -1.410439 -2.574779  0.41
H: 0.694563 -1.728839 -2.864179  0.43
H: 1.363463 -1.876339 -1.225479  0.05
S: -3.400037 -4.462339 1.052921  -0.62
As: -2.871937 -2.477839 1.478521  0.23
S: -0.685737 -2.113439 1.138821  -0.45
S: -3.816537 -0.973439 0.027021  -0.66
S: -3.369237 -2.073539 3.480921  -0.59
C: 4.101263 -3.139939 2.380421  -1.39
C: 2.850563 -2.639339 1.664021  -0.47
P: 2.079663 -1.028339 2.209721  0.57
C: 1.582663 -1.540139 3.932221  -0.46
C: 1.038063 -0.393439 4.773921  -1.18
C: 3.661863 -0.069839 2.564821  -0.89
C: 3.401163 1.426361 2.661521  -1.03
H: 4.331263 -4.156339 2.056721  0.43
H: 3.961563 -3.154139 3.458821  0.28
H: 4.963263 -2.511039 2.156821  0.30
H: 2.043063 -3.370339 1.746021  0.45
H: 3.070663 -2.522839 0.597821  0.28
H: 2.422663 -2.024739 4.442921  0.41
H: 0.787363 -2.276839 3.782221  0.39
H: 1.817163 0.326861 5.024021  0.30
H: 0.614563 -0.776139 5.702021  0.40
H: 0.247263 0.121861 4.235721  0.12
H: 4.333063 -0.253239 1.721721  0.39
H: 4.142263 -0.429439 3.477121  0.51
H: 2.979263 1.799261 1.731621  0.11
H: 4.327963 1.967961 2.855021  0.41
H: 2.697863 1.644461 3.459821  0.23
C: -2.492037 -4.623339 -2.397479  -0.58
O: -2.292437 -3.221839 -2.443179  -0.25
C: -2.214037 -2.645739 -3.645179  0.21
S: -2.175637 -3.520739 -5.046779  -0.41
S: -2.145637 -0.948439 -3.581279  -0.41
H: -2.677237 -4.871039 -1.351679  -0.10
H: -1.609537 -5.144339 -2.782579  0.34
H: -3.356037 -4.896639 -3.010279  0.36

Forces on the atoms, in the same order (eV/Å):
0.5 0.1 -0.6
0.4 0.2 0.0
-0.1 0.0 -0.1
-0.2 -0.1 0.3
-0.2 0.2 0.0
0.1 0.0 0.1
-0.2 0.1 -0.1
-0.2 0.2 0.1
0.2 -0.1 -0.3
-0.1 0.4 0.1
0.1 -0.5 0.2
0.2 0.4 -0.2
-0.2 0.2 0.1
0.1 0.0 -0.3
0.1 0.1 -0.2
0.1 -0.1 0.1
0.1 0.2 -0.2
-0.1 0.1 -0.2
0.2 0.1 0.2
0.0 -0.2 -0.1
-0.1 0.0 0.0
0.1 0.0 0.1
0.0 0.0 0.0
0.1 0.2 0.0
-0.1 0.0 0.0
0.1 -0.1 -0.1
0.0 -0.1 0.1
-0.1 0.0 0.1
0.0 0.0 0.0
0.1 0.0 0.0
-0.1 -0.1 0.0
0.0 0.0 0.0
0.0 0.0 0.0
0.0 -0.1 0.0
0.0 0.0 -0.1
0.0 0.1 0.0
0.0 0.0 0.1
0.0 0.1 0.0
-0.1 -0.1 0.0
0.0 -0.1 0.0
-0.1 -0.1 -0.4
-0.1 -0.6 0.5
-0.3 -0.5 0.5
-0.6 -0.4 0.4
0.0 0.5 0.2
-0.1 0.1 -0.1
-0.1 0.2 -0.1
0.8 -0.2 0.5
0.0 0.0 -0.3
0.1 -0.1 0.0
-0.4 -0.2 -0.1
0.1 -0.1 0.0
0.1 0.0 0.0
0.1 -0.1 0.1
0.1 0.0 0.0
0.0 0.0 -0.1
-0.1 -0.1 0.0
-0.1 0.0 0.0
0.1 0.0 0.0
0.0 0.1 0.0
0.0 0.0 0.1
-0.1 0.1 0.0
0.1 -0.1 0.0
0.1 -0.1 0.0
-0.1 0.1 -0.1
0.0 0.1 0.0
-0.1 0.1 0.1
-0.1 -0.7 0.2
0.0 0.2 0.1
0.0 0.2 0.1
0.0 -0.3 -0.6
-0.1 0.4 -0.3
0.1 0.2 -0.1
-0.1 0.1 0.0
0.1 0.0 0.1

=====

2.
This record from OMol25 describes the molecule C25H29N3O4 in a non-equilibrium geometry. The level of theory is ωB97M-V/def2-TZVPD.

Properties
HOMO = -8.59 eV
energy above the lowest of the compared OMol25 structures with the same formula, charge and spin = 45.3 kcal per mole
net charge = 0
frontier orbital gap = 9.2 eV
2S+1 = 1

Each line ends with the Mulliken charge.
Cartesian coordinates (Å):
C: 0.653699 -2.459318 0.941801  -1.46
C: -0.022111 -1.094763 0.989750  0.22
H: -0.473793 -0.928430 1.970106  0.54
H: -0.818965 -1.052801 0.233923  -0.12
O: 0.852888 0.013317 0.839456  -0.28
C: 1.598420 0.088285 -0.342029  -1.23
C: 2.168429 1.511623 -0.433756  0.29
C: 3.106160 1.662476 -1.638249  -0.98
C: 4.378324 0.815304 -1.595431  -0.72
H: 4.949755 1.013829 -2.505620  0.33
C: 5.281209 1.130880 -0.399991  -0.37
O: 6.552482 0.537935 -0.521543  -0.54
H: 6.445056 -0.416488 -0.600219  0.33
H: 5.469296 2.205853 -0.345844  0.28
H: 4.802091 0.812207 0.536568  0.24
H: 4.128407 -0.248523 -1.592731  0.37
H: 3.400076 2.712336 -1.708814  0.48
H: 2.551065 1.411488 -2.545492  0.21
H: 2.712028 1.701602 0.493522  0.81
C: 0.991810 2.512259 -0.534133  0.82
C: -0.125509 1.939407 -1.342297  -1.14
C: -0.154585 0.674586 -1.760886  0.71
C: -1.336045 0.084647 -2.443699  0.07
O: -2.402281 0.671488 -2.535587  -0.75
N: -1.133630 -1.172162 -2.902476  -0.09
H: -0.263956 -1.613655 -2.640280  0.33
C: -2.260930 -2.043633 -3.186919  -1.08
C: -2.843678 -2.478271 -1.882330  0.51
N: -2.603552 -3.605441 -1.279298  -0.78
C: -3.215584 -3.505597 -0.054144  0.61
C: -3.277623 -4.411261 0.998749  -0.64
C: -3.952857 -4.023064 2.136426  -0.47
C: -4.558911 -2.768874 2.239906  -0.48
C: -4.513178 -1.854979 1.206641  -1.05
C: -3.835491 -2.236802 0.060408  0.61
N: -3.584514 -1.608642 -1.130870  0.13
H: -3.814282 -0.663435 -1.400998  0.21
H: -4.981333 -0.885468 1.286180  0.44
H: -5.076099 -2.510523 3.152001  0.40
H: -4.018935 -4.703075 2.972910  0.39
H: -2.809963 -5.379280 0.916338  0.45
H: -1.918238 -2.905653 -3.756646  0.42
H: -2.992894 -1.470155 -3.761673  0.35
O: 0.841862 -0.239752 -1.482843  -0.49
H: -0.960863 2.577909 -1.582530  0.52
C: 0.525538 2.953815 0.839947  -0.38
C: 1.335570 3.807230 1.579756  -0.34
C: 0.957486 4.220718 2.843690  -0.76
C: -0.240938 3.787448 3.384878  -0.48
C: -1.054434 2.940756 2.653193  -0.91
C: -0.674746 2.526641 1.388309  -0.10
H: -1.314823 1.862807 0.827584  0.44
H: -1.991242 2.599228 3.068976  0.42
H: -0.538671 4.109887 4.371717  0.38
H: 1.597776 4.884712 3.406037  0.40
H: 2.270851 4.152559 1.160693  0.45
H: 1.356912 3.409790 -1.050053  0.87
H: 2.405801 -0.661742 -0.336084  0.56
H: 1.058499 -2.658815 -0.047690  0.28
H: 1.457710 -2.508997 1.672188  0.35
H: -0.084549 -3.223424 1.169502  0.45

Forces on the atoms, in the same order (eV/Å):
0.0 0.5 0.0
-0.2 -0.3 0.1
-0.1 -0.1 -0.1
0.0 0.0 0.1
0.2 0.2 -0.3
0.8 0.0 0.6
-0.2 -0.1 -0.2
0.0 -0.3 0.1
0.1 0.3 0.2
0.0 -0.1 0.0
-0.4 -0.1 -0.1
0.4 -0.3 0.0
0.0 0.1 0.0
-0.1 0.0 0.0
0.0 0.1 0.0
0.1 -0.1 0.0
-0.1 0.1 0.0
0.0 0.1 0.0
0.0 0.0 0.0
0.2 -0.2 0.2
0.1 -0.3 -0.3
0.2 0.6 0.4
0.1 -0.2 -0.1
-0.2 0.1 0.0
0.3 -0.1 -0.1
-0.1 0.1 0.0
-0.2 0.2 0.0
-0.1 0.0 0.0
0.3 -0.3 -0.5
-0.4 0.7 0.2
0.0 0.1 0.0
0.0 -0.2 0.1
-0.1 0.1 0.0
-0.1 0.1 0.0
0.2 -0.6 0.3
-0.1 0.1 -0.1
0.1 0.0 0.0
-0.1 0.1 0.0
0.0 0.0 0.1
0.0 -0.1 0.1
0.1 -0.1 0.0
-0.1 0.1 0.1
0.1 -0.2 0.0
-0.4 0.1 -0.3
-0.2 -0.1 -0.1
-0.1 0.2 -0.1
-0.1 0.0 0.0
0.1 0.1 0.1
0.0 0.0 0.1
-0.1 0.0 0.0
0.0 0.1 0.0
-0.1 -0.1 -0.1
-0.1 0.0 0.0
0.0 0.0 0.1
0.0 0.1 0.0
0.1 0.0 -0.1
0.0 -0.1 0.0
-0.2 0.1 0.0
0.0 -0.1 -0.1
0.1 -0.1 0.1
-0.1 -0.1 0.0

=====

3.
This record from OMol25 describes a structure of composition C23H26CsIN2O2P. The level of theory is ωB97M-V/def2-TZVPD.

Properties
HOMO = -3.83 eV
energy above the lowest of the compared OMol25 structures with the same formula, charge and spin = 30.6 kcal per mole
net charge = -1
frontier orbital gap = 5.8 eV
2S+1 = 1

Each line ends with the Mulliken charge.
Cartesian coordinates (Å):
Cs: 0.232299 3.467819 2.189330  0.86
C: -2.981074 -1.849301 -0.764935  -1.38
C: -3.481420 -1.011543 0.385287  1.48
C: -4.823431 -1.125579 0.745263  -0.62
C: -5.355031 -0.419712 1.814348  -0.57
C: -4.532058 0.422135 2.543646  -0.77
C: -3.197558 0.537956 2.179206  -1.03
C: -2.631980 -0.151470 1.105542  0.34
P: -0.666781 0.202448 1.032360  -0.36
C: -0.603167 0.147527 -0.823579  1.28
C: -1.354487 1.183956 -1.388812  -0.48
C: -1.426949 1.396841 -2.754428  -0.97
C: -0.699440 0.576808 -3.602791  -0.59
C: 0.045208 -0.459987 -3.065212  -1.00
C: 0.092871 -0.710746 -1.691821  1.33
C: 0.825240 -1.944473 -1.234912  -1.57
C: -0.292999 -1.432682 1.789972  0.30
C: -0.997767 -2.523719 2.270873  -0.49
C: -0.266364 -3.585394 2.801077  -0.67
C: 1.121257 -3.543066 2.855602  -0.53
C: 1.822637 -2.424297 2.405450  -0.74
C: 1.104993 -1.367604 1.870867  0.27
C: 1.467369 -0.043802 1.276722  -1.21
H: -3.656051 -2.685031 -0.959372  0.49
H: -1.993299 -2.251849 -0.546426  -0.02
H: -2.901923 -1.256656 -1.679944  0.25
H: -5.469630 -1.788736 0.176859  0.38
H: -6.399112 -0.536703 2.080935  0.36
H: -4.923097 0.988135 3.381327  0.42
H: -2.546613 1.182559 2.767630  0.29
H: -1.937817 1.814665 -0.725662  0.41
H: -2.054938 2.183148 -3.155220  0.43
H: -0.727368 0.726309 -4.675700  0.37
H: 0.593397 -1.117575 -3.732722  0.33
H: 1.046951 -2.591068 -2.085170  0.44
H: 0.227803 -2.509012 -0.520909  0.18
H: 1.762279 -1.704992 -0.731738  0.18
H: -2.079801 -2.566997 2.224609  0.43
H: -0.783608 -4.468054 3.160496  0.40
H: 1.661628 -4.398004 3.246811  0.37
H: 2.905956 -2.400857 2.454601  0.44
H: 2.265643 -0.101781 0.521000  0.30
H: 1.849398 0.619840 2.068473  0.53
C: 5.930506 3.106922 -2.184288  -0.73
O: 5.223590 3.579735 -1.048145  -0.35
C: 3.911932 3.283168 -0.883200  0.60
O: 3.246813 3.875569 -0.080953  -0.53
N: 3.428875 2.281697 -1.690746  -0.21
N: 2.069370 1.966875 -1.519297  -0.40
H: 6.811966 3.737252 -2.268199  0.27
H: 5.333548 3.196111 -3.092789  0.36
H: 6.247690 2.068231 -2.053628  0.27
H: 4.059634 1.522232 -1.903201  0.28
H: 1.898150 1.440635 -0.666264  0.16
H: 1.733904 1.445865 -2.315932  0.27
I: -0.137146 6.016256 4.497706  -0.85

Forces on the atoms, in the same order (eV/Å):
0.2 -0.1 -0.3
0.0 0.1 0.0
0.0 0.0 0.0
0.0 0.0 0.0
0.0 0.0 0.0
0.0 0.0 0.0
0.0 0.0 -0.1
0.0 0.1 0.1
-0.7 -0.5 0.0
0.0 0.3 0.0
-0.1 -0.1 0.0
0.0 0.0 0.0
0.0 0.0 -0.1
0.0 0.0 0.0
-0.1 0.0 0.1
0.0 0.1 0.1
0.3 0.1 0.1
0.0 0.0 0.0
-0.1 -0.1 0.0
0.0 0.0 0.0
0.0 -0.1 0.0
-0.3 0.1 -0.1
0.9 0.0 0.0
0.0 0.0 0.0
0.0 0.0 0.0
0.1 0.0 0.0
0.0 0.0 0.0
0.0 0.0 0.0
0.0 0.0 0.0
0.0 0.0 0.0
0.0 0.0 0.0
0.1 0.0 0.0
0.0 0.0 0.0
0.0 0.0 0.0
0.0 0.0 0.0
0.0 0.0 0.0
0.0 0.0 0.0
0.0 0.0 0.0
0.0 0.0 0.0
0.0 0.0 0.0
0.0 0.0 0.0
0.0 -0.1 0.0
0.0 0.1 -0.1
0.0 0.0 -0.1
0.0 0.1 0.1
-0.2 -0.3 -0.1
0.0 0.3 0.3
-0.1 0.0 -0.1
0.0 0.2 0.1
0.0 0.0 0.0
0.0 0.0 0.0
0.0 0.0 0.0
0.1 0.0 0.1
0.1 -0.1 -0.1
0.0 0.0 -0.1
0.0 0.2 0.2

=====

4.
This record from OMol25 describes the molecule C5H8N2 in a non-equilibrium geometry. The level of theory is ωB97M-V/def2-TZVPD.

Properties
HOMO = -7.77 eV
energy above the lowest of the compared OMol25 structures with the same formula, charge and spin = 94.4 kcal per mole
net charge = 0
frontier orbital gap = 8.5 eV
2S+1 = 1

Each line ends with the Mulliken charge.
Cartesian coordinates (Å):
C: -1.742370 -1.224467 -0.188089  -1.11
C: -1.001734 0.033287 -0.639351  -0.31
C: -0.890445 0.972610 0.498491  -0.33
N: 0.309642 0.113867 0.291315  -0.14
C: 1.539613 0.756867 -0.199779  -0.30
C: 2.562964 -0.260917 -0.470930  0.10
N: 3.371437 -1.063913 -0.664625  -0.35
H: -1.745695 -1.460477 0.903358  0.33
H: -1.439448 -2.134520 -0.721211  0.30
H: -2.792143 -1.049638 -0.449895  0.34
H: 0.425743 -0.729207 0.832446  0.35
H: -0.689044 2.022233 0.269554  0.24
H: -1.358764 0.839228 1.480683  0.25
H: 1.274926 1.268333 -1.130942  0.32
H: 1.958324 1.488777 0.511981  0.31

Forces on the atoms, in the same order (eV/Å):
-0.2 -0.1 -0.2
0.0 -0.4 0.4
0.2 0.1 0.1
0.0 0.6 -0.5
-0.1 -0.2 0.0
0.7 -0.7 -0.3
-0.8 0.8 0.2
0.2 0.2 -0.3
0.0 0.3 0.0
0.1 -0.1 0.0
0.0 0.2 0.5
0.1 -0.2 0.2
0.0 -0.1 -0.2
0.0 -0.1 0.1
-0.3 -0.3 -0.1